1.
# C54H52CdN9P

A structure of composition C54H52CdN9P (wB97M-V/def2-TZVPD, the OMol25 dataset).

XYZ file:
```
117
Properties=species:S:1:pos:R:3:lowdin_charge:R:1
Cd 0.550 0.241 -0.091 1.40
C -2.444 3.224 6.645 -0.10
C -1.937 4.047 5.651 -0.08
C -1.463 3.499 4.466 -0.03
C -1.497 2.125 4.254 -0.22
C -2.005 1.305 5.260 -0.04
C -2.474 1.849 6.448 -0.08
C -0.998 1.528 2.978 -0.11
C -1.783 1.669 1.893 -0.22
C -2.993 2.475 1.721 -0.01
C -3.466 2.371 0.470 -0.05
C -2.689 1.435 -0.342 -0.35
N -1.617 0.951 0.634 -0.13
C -2.406 1.692 -1.772 -0.11
C -1.276 1.484 -2.490 -0.25
C -1.153 1.708 -3.937 0.01
C 0.115 1.467 -4.283 0.01
C 0.859 1.097 -3.061 -0.27
C 2.237 0.840 -3.055 -0.14
C 2.957 0.878 -4.365 -0.23
C 3.380 -0.298 -4.982 -0.04
C 4.068 -0.267 -6.188 -0.08
C 4.341 0.948 -6.802 -0.10
C 3.928 2.128 -6.199 -0.08
C 3.248 2.090 -4.989 -0.04
C 3.057 0.602 -1.905 -0.26
N 2.609 0.494 -0.663 -0.01
C 3.682 0.314 0.207 -0.26
C 3.584 0.255 1.572 -0.08
C 4.860 0.011 2.312 -0.21
C 5.439 1.016 3.084 -0.04
C 6.633 0.790 3.752 -0.08
C 7.260 -0.447 3.665 -0.09
C 6.687 -1.454 2.903 -0.08
C 5.495 -1.224 2.228 -0.04
C 2.411 0.442 2.410 -0.29
C 2.407 0.443 3.815 -0.04
C 1.117 0.777 4.222 -0.03
C 0.361 0.952 3.051 -0.27
N 1.133 0.731 1.969 -0.02
C 4.885 0.287 -0.606 0.00
C 4.512 0.469 -1.893 0.00
N -0.015 1.074 -2.027 -0.02
C -3.617 2.179 -2.510 -0.22
C -3.948 3.532 -2.508 -0.04
C -5.066 3.992 -3.189 -0.08
C -5.876 3.101 -3.882 -0.09
C -5.556 1.752 -3.892 -0.08
C -4.436 1.296 -3.208 -0.04
H -2.811 3.649 7.570 0.10
H -1.901 5.119 5.799 0.10
H -1.051 4.141 3.696 0.12
H -2.020 0.231 5.111 0.11
H -2.863 1.198 7.220 0.10
H -3.413 3.092 2.500 0.11
H -4.326 2.903 0.090 0.12
H -1.954 2.035 -4.581 0.11
H 0.551 1.546 -5.266 0.11
H 3.166 -1.249 -4.504 0.11
H 4.389 -1.193 -6.649 0.10
H 4.875 0.976 -7.743 0.10
H 4.141 3.081 -6.667 0.10
H 2.934 3.012 -4.513 0.12
H 4.948 1.978 3.152 0.12
H 7.076 1.583 4.341 0.10
H 8.191 -0.623 4.189 0.10
H 7.167 -2.422 2.830 0.10
H 5.047 -2.008 1.630 0.11
H 3.253 0.248 4.453 0.10
H 0.773 0.923 5.232 0.10
H 5.892 0.191 -0.229 0.11
H 5.152 0.536 -2.759 0.11
H -3.309 4.230 -1.980 0.12
H -5.301 5.049 -3.186 0.10
H -6.747 3.459 -4.415 0.10
H -6.175 1.051 -4.439 0.10
H -4.178 0.244 -3.238 0.10
N 1.360 -2.167 1.023 -0.01
C 1.039 -3.572 1.297 -0.27
C 1.457 -4.515 0.181 -0.20
C 0.839 -4.342 -1.212 -0.19
C 1.447 -3.261 -2.108 -0.27
N 0.745 -1.975 -2.033 -0.02
H 2.275 -2.093 0.585 0.06
H 1.443 -1.654 1.896 0.05
H -0.037 -3.662 1.476 0.08
H 1.529 -3.917 2.214 0.11
H 1.230 -5.526 0.530 0.11
H 2.550 -4.474 0.084 0.11
H -0.238 -4.160 -1.132 0.09
H 0.941 -5.301 -1.726 0.10
H 1.484 -3.632 -3.138 0.10
H 2.485 -3.085 -1.811 0.11
H -0.050 -1.958 -2.665 0.07
H 1.353 -1.238 -2.384 0.02
C -4.202 -2.630 2.038 -0.18
N -2.792 -2.833 1.726 -0.13
C -2.690 -3.468 0.417 -0.19
N -3.349 -2.724 -0.657 -0.13
C -4.744 -2.494 -0.282 -0.18
N -4.919 -1.854 1.023 -0.14
C -4.505 -0.449 1.003 -0.20
P -2.747 -0.343 0.472 0.94
C -2.074 -1.545 1.731 -0.21
C -2.647 -1.473 -0.961 -0.21
H -4.291 -2.123 3.000 0.13
H -4.679 -3.608 2.115 0.13
H -3.153 -4.454 0.477 0.13
H -1.637 -3.588 0.166 0.09
H -5.244 -3.463 -0.251 0.13
H -5.226 -1.880 -1.045 0.13
H -4.617 -0.014 1.996 0.11
H -5.119 0.122 0.305 0.10
H -2.131 -1.100 2.728 0.09
H -1.015 -1.720 1.515 0.06
H -1.593 -1.683 -1.169 0.07
H -3.081 -0.992 -1.838 0.08
```

Energy above the lowest of the compared OMol25 structures with the same formula, charge and spin   2.692 eV
Kohn-Sham gap   5.1 eV
Highest occupied orbital energy   -0.2074 Ha


2.
# C39H40F6OP2W

A structure of composition C39H40F6OP2W in a non-equilibrium geometry (wB97M-V/def2-TZVPD, the OMol25 dataset).

XYZ file:
```
89
Properties=species:S:1:pos:R:3:lowdin_charge:R:1
W 0.777 -0.904 1.582 1.52
C 2.809 -1.076 3.185 -0.11
C 2.984 -0.284 2.038 -0.20
C 3.658 -0.687 0.745 -0.18
C 2.645 -1.262 -0.237 -0.23
C 1.780 -2.415 0.250 -0.26
C 2.039 -3.184 1.401 -0.04
C 3.361 -3.291 2.098 -0.16
C 3.417 -2.419 3.360 -0.14
C -0.994 -2.104 1.454 -0.21
H 2.657 -0.580 4.140 0.12
H 2.762 0.784 2.177 0.13
H 4.517 -1.367 0.839 0.12
H 4.103 0.233 0.295 0.14
H 1.998 -0.443 -0.578 0.07
H 3.203 -1.550 -1.151 0.15
H 0.969 -2.690 -0.419 0.07
H 1.264 -3.912 1.709 0.14
H 4.248 -3.114 1.479 0.11
H 3.550 -4.342 2.410 0.14
H 2.920 -2.974 4.169 0.11
H 4.481 -2.331 3.666 0.16
H -1.676 -1.385 1.980 0.03
H -1.086 -3.059 2.008 0.04
H -1.342 -2.259 0.409 -0.02
P -0.624 2.351 -1.493 1.07
P -1.094 -0.496 -2.291 1.10
C 0.617 1.568 -2.516 -0.29
C 0.519 0.180 -2.685 -0.29
C -1.139 3.899 -2.427 -0.38
C -0.369 4.510 -3.433 -0.10
C -0.772 5.738 -3.978 -0.06
C -1.958 6.340 -3.553 -0.05
C -2.767 5.707 -2.600 -0.06
C -2.366 4.490 -2.045 -0.09
C 0.282 3.172 -0.129 -0.36
C 0.001 2.692 1.157 -0.16
C 0.567 3.280 2.272 -0.08
C 1.376 4.419 2.143 -0.04
C 1.661 4.905 0.859 -0.04
C 1.128 4.284 -0.271 -0.06
C -2.071 -0.194 -3.859 -0.31
C -2.319 1.151 -4.215 -0.10
C -3.197 1.483 -5.246 -0.05
C -3.808 0.460 -5.979 -0.04
C -3.491 -0.878 -5.721 -0.05
C -2.620 -1.205 -4.671 -0.07
C -0.972 -2.307 -2.263 -0.42
C -2.063 -2.993 -1.674 -0.13
C -1.959 -4.332 -1.313 -0.06
C -0.794 -5.042 -1.612 -0.05
C 0.212 -4.421 -2.353 -0.06
C 0.125 -3.067 -2.709 -0.09
H 1.397 2.204 -2.908 0.08
H 1.279 -0.471 -3.091 0.07
H 0.552 4.048 -3.790 0.10
H -0.148 6.222 -4.735 0.12
H -2.259 7.305 -3.962 0.12
H -3.710 6.158 -2.285 0.12
H -2.995 3.993 -1.302 0.11
H -0.665 1.827 1.274 0.07
H 0.388 2.856 3.259 0.11
H 1.780 4.918 3.019 0.12
H 2.312 5.774 0.743 0.12
H 1.340 4.684 -1.265 0.11
H -1.851 1.960 -3.648 0.04
H -3.430 2.532 -5.452 0.12
H -4.542 0.705 -6.744 0.12
H -3.942 -1.676 -6.318 0.12
H -2.385 -2.256 -4.475 0.11
H -2.980 -2.437 -1.462 0.12
H -2.782 -4.806 -0.775 0.13
H -0.692 -6.074 -1.270 0.12
H 1.091 -5.005 -2.637 0.12
H 0.910 -2.614 -3.315 0.11
C -1.568 -1.999 4.791 0.02
C -0.225 -1.288 4.830 -0.42
O 0.427 -1.078 3.666 -0.29
C -0.434 0.115 5.555 -0.48
F -1.053 -0.016 6.776 0.15
F 0.725 0.789 5.738 0.14
F -1.216 0.922 4.783 0.12
C 0.610 -2.214 5.827 -0.48
F -0.080 -2.487 6.979 0.13
F 0.828 -3.423 5.207 0.12
F 1.811 -1.717 6.198 0.15
H -2.377 -1.297 4.550 0.11
H -1.740 -2.425 5.785 0.11
H -1.524 -2.804 4.053 0.08
```

Energy above the lowest of the compared OMol25 structures with the same formula, charge and spin   0.430 eV
<S²>   2.02
Total charge   +2
Kohn-Sham gap (spin up / spin down)   7.0 / 4.8 eV
Spin multiplicity   3
Highest occupied orbital energy (spin up / spin down)   -0.5035 / -0.4937 Ha